No. 1
Formula: C4H8ClN
Source: OMol25
Level of theory: the ωB97M-V functional and the def2-TZVPD basis

Calculated values
SMILES	C/C(=C\Cl)CN
max |F|	1.436	eV/A
HOMO-LUMO gap	9.91	eV
HOMO	-0.330	Eh
ΔE to the lowest compared entry with this formula, charge and spin	0.0	kcal/mol

The geometry in ORCA input format:
```
! wB97M-V def2-TZVPD RIJCOSX def2/J DEFGRID3
* xyz 0 1
C -0.86741 1.58106 0.05294
C -0.43404 0.15045 -0.05750
C -1.24517 -0.90100 -0.10190
Cl -2.98325 -0.79551 -0.02436
C 1.06222 -0.06668 -0.13862
N 1.45245 -1.46137 0.01520
H -1.92650 1.68604 -0.06036
H -0.37915 2.20322 -0.74673
H -0.55470 1.98783 1.03181
H -0.84854 -1.91939 -0.20897
H 1.51575 0.59139 0.56985
H 1.40977 0.29545 -1.13575
H 1.35099 -1.76397 1.01598
H 2.44758 -1.58751 -0.21158
*
```

Mulliken atomic charge list, values in e, 2 entries:
1. C -1.295
2. C 0.378

***

No. 2
Formula: C4H8ClN
Source: OMol25
Level of theory: the ωB97M-V functional and the def2-TZVPD basis

Calculated values
SMILES	ClCC1CNC1
max |F|	3.029	eV/A
HOMO-LUMO gap	9.82	eV
HOMO	-0.324	Eh
ΔE to the lowest compared entry with this formula, charge and spin	20.9	kcal/mol

The geometry in ORCA input format:
```
! wB97M-V def2-TZVPD RIJCOSX def2/J DEFGRID3
* xyz 0 1
Cl -2.88701 0.32406 -0.02132
C -1.42080 -0.61438 -0.13543
C -0.22675 -0.07681 0.62794
C 1.01937 -0.73847 0.09176
N 1.55134 0.56860 -0.26148
C 0.31268 1.26181 0.16438
H -1.09202 -0.57331 -1.21047
H -1.42874 -1.65247 0.05209
H -0.37460 -0.13969 1.73080
H 0.94081 -1.45218 -0.76495
H 1.62186 -1.21478 0.83597
H 1.83073 0.59446 -1.28006
H 0.37474 2.08172 0.85575
H -0.22162 1.63144 -0.68499
*
```

Mulliken atomic charge list, values in e, 2 entries:
1. Cl -0.191
2. C -0.894

***

No. 3
Formula: C4H8ClN2
Source: OMol25
Level of theory: the ωB97M-V functional and the def2-TZVPD basis

Calculated values
<S²>	2.03
max |F|	4.418	eV/A
HOMO-LUMO gap (alpha / beta)	6.69 / 5.94	eV
HOMO (alpha / beta)	-0.390 / -0.539	Eh
ΔE to the lowest compared entry with this formula, charge and spin	71.4	kcal/mol

The geometry in ORCA input format:
```
! wB97M-V def2-TZVPD RIJCOSX def2/J DEFGRID3
* xyz 1 3
C -1.40100 -0.57041 0.78704
C 1.24368 -0.91895 -0.53792
C -1.55372 0.80915 2.83149
C 1.16076 0.53829 -2.27933
N -1.71603 0.16311 1.75290
N 0.61728 0.04657 -1.07743
Cl -1.72454 -2.07102 0.27469
H 2.21845 -1.27710 -0.92868
H 0.87811 -1.37530 0.35029
H -2.33292 1.56230 3.07614
H -0.53054 0.80120 3.41987
H 1.40498 1.65294 -2.25016
H 2.11944 0.09665 -2.39332
H 0.36044 0.40498 -3.07502
H -0.74439 0.13757 0.04943
*
```

Mulliken atomic charge list, values in e, 2 entries:
1. C 0.008
2. C -0.293

***

No. 4
Formula: C4H8ClN2O
Source: OMol25
Level of theory: the ωB97M-V functional and the def2-TZVPD basis

Calculated values
SMILES	CN(C)C(=[NH2+])C(=O)Cl
max |F|	4.069	eV/A
HOMO-LUMO gap	10.01	eV
HOMO	-0.552	Eh
ΔE to the lowest compared entry with this formula, charge and spin	8.3	kcal/mol

The geometry in ORCA input format:
```
! wB97M-V def2-TZVPD RIJCOSX def2/J DEFGRID3
* xyz 1 1
C 0.53337 1.12348 1.28667
N 0.43524 -0.00026 0.30069
C 1.10002 -1.11300 0.85318
C -0.41691 -0.07339 -0.76657
N -0.41058 -0.87704 -1.84210
C -1.54759 0.85636 -0.75837
O -2.51882 0.78871 -0.02925
Cl -1.42215 1.98019 -2.07825
H 1.49542 1.67541 1.25557
H -0.38783 1.73134 1.10235
H 0.28179 0.64351 2.25763
H 1.74969 -0.87663 1.66767
H 0.28197 -1.83168 1.15190
H 1.75355 -1.59029 0.08404
H -1.21117 -0.82214 -2.43324
H 0.28399 -1.61458 -2.05191
*
```

Mulliken atomic charge list, values in e, 2 entries:
1. C -0.976
2. N 0.092

***

No. 5
Formula: C4H8ClN3
Source: OMol25
Level of theory: the ωB97M-V functional and the def2-TZVPD basis

Calculated values
max |F|	4.740	eV/A
HOMO-LUMO gap	9.16	eV
HOMO	-0.304	Eh
ΔE to the lowest compared entry with this formula, charge and spin	107.5	kcal/mol

The geometry in ORCA input format:
```
! wB97M-V def2-TZVPD RIJCOSX def2/J DEFGRID3
* xyz 0 1
C -1.23026 -0.05066 -0.05689
C -0.29688 0.83680 0.15836
C -0.77950 -1.50380 0.07135
C -0.44550 2.34870 0.06278
N 0.82850 0.36303 0.76084
N 0.55776 -1.51619 0.64438
N 1.41932 -1.94095 -0.23135
Cl 2.28886 0.72685 -0.01124
H -2.30803 0.16311 -0.35819
H -1.36308 -2.14666 0.80375
H -0.91400 -1.86569 -0.95639
H -1.44929 2.56742 -0.47708
H 0.41087 2.61698 -0.51911
H -0.32671 2.83323 1.13263
H 2.39027 -1.69285 0.11972
H 1.21768 -1.73933 -1.14358
*
```

Mulliken atomic charge list, values in e, 2 entries:
1. C -0.360
2. C 0.459

***

No. 6
Formula: C4H8ClN3O2
Source: OMol25
Level of theory: the ωB97M-V functional and the def2-TZVPD basis

Calculated values
SMILES	O/N=N/N1CCC1.O=CCl
max |F|	3.583	eV/A
HOMO-LUMO gap	9.04	eV
HOMO	-0.310	Eh
ΔE to the lowest compared entry with this formula, charge and spin	80.2	kcal/mol

The geometry in ORCA input format:
```
! wB97M-V def2-TZVPD RIJCOSX def2/J DEFGRID3
* xyz 0 1
O 1.51546 -0.92239 -2.31778
N 0.43479 -0.36510 -1.67352
N -0.00352 -1.18210 -0.81067
N -0.99530 -0.92017 0.06690
C -1.79717 0.34173 0.22322
C -1.57434 0.15954 1.71871
C -0.75289 -1.16380 1.47093
H 1.46307 -1.80731 -1.92954
H -2.70890 0.04337 -0.14388
H -1.58685 1.34451 -0.11566
H -0.91281 0.99323 2.02279
H -2.34528 0.04902 2.43619
H 0.28466 -1.23083 1.63170
H -1.21180 -2.07659 1.93857
O 1.60651 1.03596 -0.38199
C 2.52689 1.51475 -0.98604
Cl 2.53081 3.02554 -1.86779
H 3.52668 1.16062 -1.28212
*
```

Mulliken atomic charge list, values in e, 2 entries:
1. O -0.337
2. N -0.081

***

Number 1: molecular weight 105.6 g/mol. Number 2: molecular weight 105.6 g/mol. Number 3: molecular weight 119.6 g/mol. Number 4: molecular weight 135.6 g/mol. Number 5: molecular weight 133.6 g/mol. Number 6: molecular weight 165.6 g/mol.